No. 1
Here is a molecular structure, C18H45CrCsN3O4P in a non-equilibrium geometry from OMol25. Energies are from ωB97M-V/def2-TZVPD.

Structure (XYZ):
```
73
Properties=species:S:1:pos:R:3:mulliken_charge:R:1
Cr -3.4737 0.3483 0.1178 0.096
Cs 0.3354 -2.6673 4.6126 1.029
P -2.0353 -0.8695 1.4864 0.914
O -2.9316 -1.4507 0.4748 -0.549
O -3.1388 0.0281 2.0169 -0.613
O -1.4932 0.2322 0.6163 -0.035
O -1.1427 -1.7523 2.4089 -0.529
C 2.0029 0.5838 2.4263 -1.028
C 2.0215 2.1088 2.4914 -0.652
N 1.8322 2.6923 3.8526 0.056
C 2.7505 2.2345 4.9246 -0.336
C 2.1420 2.6078 6.3507 -1.240
C 1.8140 4.1748 3.7251 -0.406
C 0.5542 4.8483 3.1167 -1.086
H 2.7532 0.1625 3.0954 0.495
H 2.3411 0.2911 1.4323 0.217
H 1.1459 -0.0583 2.6295 0.141
H 3.0363 2.4018 2.2222 0.314
H 1.3864 2.3546 1.6403 0.351
H 2.7949 1.1584 4.7570 0.296
H 3.7416 2.6533 4.7496 0.309
H 1.0761 2.3840 6.3950 0.319
H 2.6420 1.9591 7.0700 0.379
H 2.1915 3.6172 6.7591 0.361
H 2.6420 4.5545 3.1265 0.305
H 1.9919 4.5469 4.7341 0.367
H 0.7395 5.8094 2.6371 0.349
H -0.0899 5.0864 3.9632 0.292
H -0.0063 4.2900 2.3668 0.199
C -0.0190 -4.2626 0.1795 -1.535
C 0.8164 -3.0355 -0.2207 0.545
N 1.7063 -3.3815 -1.3383 0.185
C 2.8424 -2.4489 -1.4072 -0.627
C 2.3831 -0.9957 -1.8163 -0.806
C 1.0392 -3.5418 -2.6614 0.147
C 1.9211 -4.0801 -3.7766 -1.608
H -0.6794 -4.5918 -0.6228 0.260
H -0.6210 -3.9840 1.0444 0.377
H 0.6893 -5.0744 0.3448 0.404
H 0.1496 -2.2383 -0.5493 -0.532
H 1.2904 -2.6408 0.6779 0.264
H 3.2661 -2.4621 -0.4030 0.406
H 3.6016 -2.7729 -2.1191 0.333
H 1.9489 -1.0105 -2.8159 0.373
H 1.5500 -0.5566 -1.2676 -0.032
H 3.3123 -0.4283 -1.8684 0.490
H 0.6528 -2.5714 -2.9730 -0.232
H 0.0830 -4.0569 -2.5705 0.524
H 2.4180 -4.9509 -3.3490 0.372
H 2.6766 -3.3427 -4.0477 0.287
H 1.3009 -4.6370 -4.4789 0.424
C -0.6342 1.4572 -1.9084 -1.049
C -2.0255 1.5321 -2.4399 -0.334
N -3.0114 0.5202 -2.0125 0.649
C -2.4679 -0.8172 -2.3467 0.406
C -2.2430 -1.2945 -3.8802 -1.517
C -4.2383 0.6061 -2.7866 -0.302
C -4.9106 2.0013 -2.7789 -1.413
H -0.1951 0.4633 -1.9950 -0.127
H -0.5275 1.8231 -0.8872 0.177
H -0.0856 2.1429 -2.5542 0.552
H -2.3650 2.5383 -2.1938 0.493
H -1.8437 1.3864 -3.5047 0.290
H -1.5681 -0.9217 -1.7404 -0.696
H -2.9480 -1.6866 -1.8976 0.535
H -1.7591 -0.5333 -4.4921 0.277
H -1.5543 -2.1382 -3.8366 0.387
H -3.1453 -1.7097 -4.3291 0.483
H -4.9584 -0.0784 -2.3383 0.404
H -4.0407 0.3479 -3.8270 0.348
H -5.7799 1.9135 -3.4306 0.428
H -4.2848 2.8240 -3.1249 0.330
H -5.3661 2.3583 -1.8552 0.340
```

The HOMO energy (spin up / spin down) is -10.09 / -10.09 eV. Its LUMO energy (spin up / spin down) is -4.32 / -3.65 eV. The value obtained for the gap between HOMO and LUMO (spin up / spin down) is 5.77 / 6.44 eV. The expectation value of S² is 3.904. The value obtained for the relative energy (zero: lowest compared OMol25 entry of this formula, charge and spin) is 39.0 kcal per mole. As for the total charge: +1. The spin multiplicity is 4.

=====

No. 2
Here is 5 unconnected molecules or ions with the total composition C7H23NO4 in a non-equilibrium geometry from OMol25. Energies are from ωB97M-V/def2-TZVPD.

Structure (XYZ):
```
35
Properties=species:S:1:pos:R:3:mulliken_charge:R:1
C -2.9655 -1.0700 0.3961 -0.892
C -1.9642 -1.1766 1.2565 -0.134
C -0.7319 -2.0152 1.0752 -1.087
C 0.1701 -1.4381 -0.0286 0.171
C 1.1749 -0.4328 0.5178 -0.487
N 1.9703 0.1972 -0.5342 0.201
C 2.7721 1.2837 0.0205 -1.049
C 2.8163 -0.8124 -1.1950 -0.993
H -3.7650 -0.3522 0.5108 0.257
H -2.9620 -1.6739 -0.5081 0.450
H -1.9859 -0.5672 2.1592 0.427
H -0.1439 -1.9940 2.0020 0.345
H -0.9387 -3.0763 0.9350 0.402
H -0.4475 -0.9053 -0.7556 0.048
H 0.6338 -2.2457 -0.5955 0.397
H 0.6533 0.3456 1.0849 -0.263
H 1.8307 -0.9142 1.2666 0.431
H 3.3904 1.6615 -0.7936 0.409
H 2.1044 2.1153 0.2703 0.240
H 3.3394 1.0545 0.9304 0.329
H 3.1384 -1.5810 -0.4766 0.293
H 2.2451 -1.3243 -1.9664 0.247
H 3.7103 -0.3466 -1.6013 0.387
O -1.7797 2.0532 0.1825 -0.633
H -2.0512 2.9429 0.4079 0.267
H -1.7958 1.5448 1.0054 0.291
O -2.5142 -0.5749 -3.0281 -0.661
H -2.6709 -0.2183 -2.1457 0.283
H -1.7809 0.0078 -3.2821 0.345
O -0.6839 1.9763 2.8485 -0.638
H 0.1156 1.5410 3.1568 0.297
H -0.3432 2.6027 2.2014 0.308
O -0.3194 1.1114 -2.1214 -0.691
H -0.7886 1.4277 -1.3471 0.329
H 0.5675 0.8532 -1.8481 0.374
```

The HOMO energy is -9.23 eV. Its LUMO energy is 0.20 eV. The value obtained for the gap between HOMO and LUMO is 9.43 eV. The value obtained for the relative energy (zero: lowest compared OMol25 entry of this formula, charge and spin) is 17.1 kcal per mole.

=====

No. 3
Here is 2 unconnected molecules or ions with the total composition C6H11N3O6 in a non-equilibrium geometry from OMol25. Energies are from ωB97M-V/def2-TZVPD.

Structure (XYZ):
```
26
Properties=species:S:1:pos:R:3:mulliken_charge:R:1
C -0.6759 -1.7053 -0.3764 -1.392
C -2.9224 -0.6001 -0.6522 -1.433
C 3.2231 0.1050 -0.6061 -0.655
C -1.4307 -0.4637 -0.8681 0.668
C 2.5260 0.4536 0.5007 -0.136
C -0.7839 0.7449 -0.2918 -0.485
N 2.0275 -0.5074 1.4865 1.016
N -0.9028 0.8124 1.1323 0.760
N -0.0630 1.6912 -0.9657 1.110
O 1.5800 -0.1242 2.5470 -0.559
O -1.4287 -0.0662 1.7798 -0.566
O 0.1463 1.3661 -2.0703 -0.609
O 1.9884 -1.6600 1.1136 -0.583
O -0.5561 1.9110 1.8323 -0.434
O 0.4210 2.6978 -0.3882 -0.769
H -0.4863 -1.7570 0.7739 0.267
H -1.0719 -2.6476 -0.7040 0.442
H 0.3650 -1.8509 -0.6112 0.311
H -3.1142 -1.5865 -1.1862 0.353
H -3.5459 0.2609 -0.9253 0.373
H -3.1992 -0.7514 0.3653 0.319
H 0.0282 2.4928 1.2943 0.468
H 3.5869 -0.9181 -0.7370 0.304
H 3.5401 1.0214 -1.1763 0.257
H -1.2312 -0.3470 -1.9504 0.562
H 1.9796 1.4283 0.6835 0.410
```

The HOMO energy is -9.73 eV. Its LUMO energy is -1.31 eV. The value obtained for the gap between HOMO and LUMO is 8.42 eV. The value obtained for the relative energy (zero: lowest compared OMol25 entry of this formula, charge and spin) is 33.2 kcal per mole.

=====

No. 4
Here is C5H13NS in the gas phase from OMol25. Energies are from ωB97M-V/def2-TZVPD.

Structure (XYZ):
```
20
Properties=species:S:1:pos:R:3:mulliken_charge:R:1
C -0.4206 -0.8892 2.3229 -1.040
C 0.3938 0.3048 1.8386 -0.573
N -0.0309 0.9272 0.5942 -0.414
C -0.1431 0.0394 -0.5635 0.563
C 1.2033 -0.5368 -0.9379 -1.566
C -0.7245 0.8704 -1.6959 -0.893
S -1.2212 -0.0850 -3.1350 -0.239
H -0.3481 -1.7339 1.6385 0.259
H -1.4818 -0.6611 2.4111 0.283
H -0.0547 -1.2480 3.2804 0.394
H 0.3935 1.0729 2.6174 0.394
H 1.4425 0.0278 1.7280 0.306
H -0.9056 1.4275 0.7177 0.271
H -0.8337 -0.7934 -0.3514 0.227
H 1.5875 -1.2237 -0.1873 0.353
H 1.9397 0.2473 -1.1011 0.355
H 1.1243 -1.1133 -1.8594 0.443
H -0.0069 1.6465 -1.9639 0.423
H -1.6167 1.3974 -1.3424 0.327
H -0.2968 0.3233 -4.0112 0.127
```

The HOMO energy is -8.89 eV. Its LUMO energy is 0.95 eV. The value obtained for the gap between HOMO and LUMO is 9.85 eV. The value obtained for the relative energy (zero: lowest compared OMol25 entry of this formula, charge and spin) is 3.9 kcal per mole.

=====

No. 5
Here is C6H12O in the gas phase from OMol25. Energies are from ωB97M-V/def2-TZVPD.

Structure (XYZ):
```
19
Properties=species:S:1:pos:R:3:mulliken_charge:R:1
C -1.9833 -0.9858 0.1553 -1.364
C -1.4360 0.4326 0.1334 0.138
C -0.8522 0.9458 -1.1509 -0.787
C 0.0434 0.7823 0.0395 -0.228
C 1.0783 -0.3091 0.2044 0.526
C 2.5154 0.0900 -0.1038 -1.465
O 1.0410 -0.7173 1.5666 -0.563
H -1.2570 -1.7239 -0.2013 0.282
H -2.8571 -1.0458 -0.5047 0.387
H -2.3108 -1.2978 1.1540 0.354
H -2.0375 1.1382 0.7049 0.363
H -0.7663 0.2178 -1.9552 0.249
H -1.1106 1.9497 -1.4747 0.281
H 0.3312 1.7036 0.5471 0.286
H 0.8173 -1.1586 -0.4487 0.112
H 2.6564 0.2999 -1.1693 0.336
H 3.1795 -0.7355 0.1747 0.363
H 2.8158 0.9695 0.4759 0.340
H 0.1323 -0.5556 1.8529 0.390
```

The HOMO energy is -10.07 eV. Its LUMO energy is 1.06 eV. The value obtained for the gap between HOMO and LUMO is 11.13 eV. The value obtained for the relative energy (zero: lowest compared OMol25 entry of this formula, charge and spin) is 24.6 kcal per mole.

=====

No. 6
Here is 2 unconnected molecules or ions with the total composition C35H42N2O5 in a non-equilibrium geometry from OMol25. Energies are from ωB97M-V/def2-TZVPD.

Structure (XYZ):
```
84
Properties=species:S:1:pos:R:3:mulliken_charge:R:1
C -7.1884 -1.4168 3.9658 -0.594
C -6.9347 -1.7076 2.4816 -0.607
C -5.4823 -1.2857 2.1988 -0.610
N -5.0714 -0.5163 3.3586 0.104
C -3.8774 0.1394 3.4495 1.627
C -3.7528 1.2847 4.2745 -0.982
C -2.5571 1.9557 4.3562 -0.590
C -1.3543 1.4472 3.8088 0.028
C -0.1126 2.1142 4.0852 -1.185
C 1.1311 1.4210 3.8840 0.919
C 1.2823 0.0971 4.3904 -0.701
C 2.4951 -0.5632 4.3453 -0.875
C 3.5759 -0.0200 3.5991 1.363
N 4.7569 -0.7057 3.4756 0.154
C 5.2687 -1.6085 4.4932 -0.530
C 6.6116 -2.1290 3.9529 -0.574
C 6.7081 -1.6608 2.4949 -0.605
C 5.6069 -0.6041 2.3045 -0.624
C 3.3968 1.2501 2.9864 -0.938
C 2.2511 1.9858 3.2135 -0.465
C -1.4904 0.2793 2.9818 -0.480
C -2.7219 -0.3043 2.7448 -1.065
C -6.0680 -0.4645 4.4107 -0.606
H -8.1659 -0.9631 4.1378 0.312
H -7.1257 -2.3402 4.5499 0.293
H -7.0878 -2.7593 2.2352 0.313
H -7.6049 -1.1040 1.8623 0.287
H -4.8303 -2.1631 2.0641 0.286
H -5.4089 -0.6883 1.2746 0.321
H -4.6230 1.6638 4.8125 0.238
H -2.5185 2.8817 4.9139 0.181
H -0.1136 3.2090 4.0579 0.903
H 0.4280 -0.3803 4.8750 0.584
H 2.6119 -1.5365 4.8285 0.236
H 5.4074 -1.0841 5.4539 0.258
H 4.5676 -2.4363 4.6805 0.255
H 7.4288 -1.7039 4.5426 0.298
H 6.6593 -3.2170 4.0330 0.304
H 7.6888 -1.2408 2.2618 0.302
H 6.5205 -2.4982 1.8159 0.290
H 5.0356 -0.7800 1.3779 0.314
H 6.0393 0.4062 2.2259 0.318
H 4.2090 1.6600 2.3821 0.254
H 2.1677 3.0052 2.8369 0.420
H -0.6025 -0.1364 2.5032 0.433
H -2.8161 -1.1469 2.0561 0.282
H -6.4529 0.5604 4.5377 0.273
H -5.6407 -0.7660 5.3808 0.331
C -2.2375 7.7345 6.9911 -1.224
C -2.5021 6.2631 6.9037 -0.099
O -1.1951 5.6306 6.8813 -0.321
C -1.3029 4.3107 6.6773 -0.316
C -0.0717 3.5044 6.4374 0.965
C 1.1577 4.2011 6.0032 0.604
O 2.2430 3.6572 5.7810 -0.727
O 1.0490 5.5236 5.7940 -0.213
C 2.3281 6.1442 5.5305 -0.111
C 2.0435 7.6156 5.4703 -1.229
C 0.0509 2.2972 7.1879 1.113
C 1.2582 1.5356 7.2042 -0.497
C 1.3658 0.3296 7.8525 -0.914
C 0.2967 -0.1511 8.6472 0.852
O 0.5236 -1.2708 9.3860 -0.465
C -0.4601 -1.6370 10.3824 -0.847
C -0.9222 0.5657 8.6529 -0.896
C -1.0406 1.7290 7.9126 -0.879
O -2.4463 3.8287 6.6643 -0.752
H -3.1843 8.2793 6.9860 0.427
H -1.7022 7.9937 7.9102 0.287
H -1.6471 8.0752 6.1346 0.248
H -3.0746 5.8920 7.7633 0.254
H -3.0330 6.0125 5.9758 0.250
H 3.0242 5.9059 6.3452 0.297
H 2.7272 5.7611 4.5812 0.218
H 2.9720 8.1746 5.3316 0.427
H 1.3746 7.8534 4.6371 0.263
H 1.5766 7.9616 6.3988 0.276
H 2.1157 1.9254 6.6720 0.530
H 2.2887 -0.2453 7.8009 0.475
H -0.0381 -2.5285 10.8455 0.263
H -0.5849 -0.8391 11.1302 0.342
H -1.4282 -1.8681 9.9152 0.294
H -1.7685 0.2234 9.2517 0.302
H -2.0035 2.2299 7.8889 0.354
```

The HOMO energy is -5.84 eV. Its LUMO energy is -1.09 eV. The value obtained for the gap between HOMO and LUMO is 4.75 eV.

=====

No. 7
Here is a molecular structure, BrMg in a non-equilibrium geometry from OMol25. Energies are from ωB97M-V/def2-TZVPD.

Structure (XYZ):
```
2
Properties=species:S:1:pos:R:3:mulliken_charge:R:1
Mg -1.5935 1.2400 -0.6758 1.066
Br 1.5935 -1.2400 0.6758 -0.066
```

The HOMO energy is -13.52 eV. Its LUMO energy is -9.47 eV. The value obtained for the gap between HOMO and LUMO is 4.06 eV. The value obtained for the relative energy (zero: lowest compared OMol25 entry of this formula, charge and spin) is 95.3 kcal per mole. As for the total charge: +1.

=====

No. 8
Here is C3H4N2O in the gas phase from OMol25. Energies are from ωB97M-V/def2-TZVPD.

Structure (XYZ):
```
10
Properties=species:S:1:pos:R:3:mulliken_charge:R:1
N -0.1181 -0.0813 -1.6724 -0.429
C 0.3170 -0.1364 -0.3895 0.222
C 0.9903 -0.5824 0.6190 -0.238
C 0.1645 0.5841 1.0023 -0.370
N -1.2051 0.4763 1.4881 0.006
O -1.9151 -0.1198 0.7097 -0.334
H -1.1144 -0.1257 -1.8273 0.223
H 0.4836 -0.2610 -2.4595 0.204
H 1.7533 -1.2062 1.0441 0.388
H 0.6442 1.4524 1.4854 0.328
```

The HOMO energy is -8.79 eV. Its LUMO energy is 0.32 eV. The value obtained for the gap between HOMO and LUMO is 9.11 eV. The value obtained for the relative energy (zero: lowest compared OMol25 entry of this formula, charge and spin) is 125.9 kcal per mole.

=====

Ordered molecular weight results: 583.45, 185.26, 221.17, 119.23, 100.16, 570.73, 104.21, 84.08; unit Da.